Below is a cluster of 3 separate species, C16H39BBr4N2O2P in total, with properties calculated with ωB97M-V/def2-TZVPD.

Output
Lowest unoccupied orbital energy = 2.195 eV
Net charge = -1
Highest occupied orbital energy = -4.455 eV
E = -314437.8136 eV
Frontier orbital gap = 6.65 eV

CARTESIAN COORDINATES (ANGSTROEM)
C: -5.96148 -2.33430 2.63191
O: -4.72376 -2.92039 2.95489
C: -3.86786 -3.07318 1.83546
C: -4.10076 -4.40890 1.10160
C: -4.24007 -4.33603 -0.42897
C: -2.95454 -4.61224 -1.23495
C: -1.64178 -4.09826 -0.60587
C: -0.73744 -3.29087 -1.56031
C: -0.79138 -1.77903 -1.34407
C: 0.32831 -0.98796 -2.02509
C: 0.49058 0.42338 -1.45680
C: 1.50857 1.28597 -2.20579
C: 2.02698 2.48984 -1.40301
B: 0.94776 3.55738 -0.76161
N: 1.63161 4.96320 -0.66067
N: 0.39264 3.10267 0.64017
P: -0.64970 3.87756 -1.91649
O: -0.74392 5.12471 -2.75658
H: -5.81517 -1.38351 2.10283
H: -6.58414 -2.98881 2.00426
H: -6.48822 -2.14192 3.56790
H: -2.84954 -2.99491 2.22511
H: -4.00767 -2.23225 1.13851
H: -3.28408 -5.09345 1.35446
H: -5.02160 -4.82626 1.52125
H: -4.64563 -3.35781 -0.71743
H: -4.99504 -5.06963 -0.73543
H: -3.06618 -4.13326 -2.21558
H: -2.88274 -5.68623 -1.44031
H: -1.06672 -4.94141 -0.20892
H: -1.87615 -3.46199 0.25402
H: -1.03381 -3.51111 -2.59459
H: 0.30279 -3.62307 -1.46233
H: -0.76206 -1.56881 -0.26526
H: -1.75614 -1.39068 -1.70116
H: 1.27531 -1.53733 -1.91251
H: 0.11921 -0.91287 -3.10112
H: -0.49238 0.91451 -1.46646
H: 0.79262 0.34277 -0.40343
H: 2.34711 0.63078 -2.49891
H: 1.06200 1.63843 -3.14637
H: 2.61793 2.07762 -0.56894
H: 2.73549 3.05251 -2.02410
H: 2.02508 4.96405 0.28329
H: 0.93074 5.70045 -0.61445
H: -0.49781 2.61464 0.55696
H: 1.00491 2.39647 1.04506
H: -1.77317 3.76976 -1.03506
H: -0.95119 2.72584 -2.70587
Br: 3.78641 7.09328 1.85465
C: 5.36316 6.53480 0.86673
C: 5.09394 5.40128 -0.08697
Br: 4.83782 3.71161 0.82984
H: 6.10567 6.26630 1.61275
H: 5.69672 7.41180 0.31589
H: 5.95626 5.26869 -0.73802
H: 4.18790 5.54291 -0.67973
Br: 1.35779 -2.36531 2.63892
C: 3.19625 -1.97060 2.14524
C: 3.74886 -0.78888 2.90004
Br: 3.05722 0.89293 2.23097
H: 3.19843 -1.80069 1.07236
H: 3.76167 -2.86997 2.37968
H: 4.82818 -0.74111 2.76915
H: 3.51247 -0.83826 3.95882

Atomic forces in eV per Å
-0.1 0.0 0.0
0.0 0.1 0.1
0.1 0.0 -0.2
0.0 0.0 0.0
0.0 -0.1 0.0
0.0 0.2 -0.1
0.0 0.1 0.0
0.0 -0.1 -0.2
-0.1 0.2 0.1
-0.1 0.0 -0.1
-0.1 -0.1 0.0
0.1 -0.1 -0.1
-0.1 -0.2 -0.1
0.3 0.3 0.2
0.0 -0.2 0.4
-0.1 -0.3 -0.4
0.0 0.2 -0.1
0.0 0.0 0.0
0.0 0.0 0.0
0.1 0.0 0.0
0.0 0.0 -0.1
-0.1 -0.1 0.0
0.0 -0.1 0.1
-0.2 -0.1 0.0
0.1 0.0 0.0
0.1 0.0 0.1
0.1 0.1 0.0
0.0 -0.1 0.1
0.1 0.1 0.1
-0.1 0.1 0.0
0.1 -0.1 -0.1
0.2 0.0 0.1
-0.1 0.1 0.1
0.1 -0.1 -0.1
0.0 0.0 0.1
-0.1 0.1 -0.1
0.1 -0.1 0.1
0.1 0.0 0.1
-0.1 0.0 -0.1
-0.1 0.1 0.0
0.0 -0.1 0.1
0.0 0.1 0.0
-0.1 -0.1 0.0
0.0 0.1 -0.1
0.1 0.0 -0.2
0.0 0.1 0.1
0.0 0.1 0.0
0.0 -0.1 0.0
0.0 -0.1 0.1
0.0 0.0 0.0
0.0 0.0 0.0
-0.2 0.0 -0.1
0.1 0.0 0.1
0.0 0.0 0.0
0.0 0.0 0.0
0.0 0.0 0.0
0.0 0.0 0.0
0.0 0.0 0.0
0.0 0.0 0.0
0.0 0.1 0.0
0.0 -0.1 0.1
0.0 0.0 0.0
0.0 0.0 0.0
0.0 0.0 0.0
0.0 0.0 0.0


Below is a structure of composition C16H39INiP2Si, with properties calculated with ωB97M-V/def2-TZVPD.

Output
Lowest unoccupied orbital energy (alpha / beta) = 0.494 / 0.494 eV
Highest occupied orbital energy (alpha / beta) = -7.275 / -7.276 eV
E = -92825.1131 eV
Frontier orbital gap (alpha / beta) = 7.77 / 7.77 eV

CARTESIAN COORDINATES (ANGSTROEM)
Ni: 0.12680 0.12872 -0.10329
C: 1.17142 1.76060 -3.01648
P: 0.27001 1.96333 -1.44075
C: 0.93116 3.56028 -0.85276
C: -1.44865 2.38725 -1.99386
C: -2.45061 1.63979 -1.11072
P: -1.91115 -0.11869 -0.91116
C: -3.26525 -0.77289 0.11928
C: -2.36951 -0.74186 -2.57340
H: 1.04508 2.62227 -3.67471
H: 0.82028 0.86104 -3.52328
H: 2.23287 1.62748 -2.80330
H: 0.91480 4.31243 -1.64321
H: 1.95885 3.42813 -0.51141
H: 0.34031 3.90612 -0.00538
H: -1.55738 2.08211 -3.03762
H: -1.61105 3.46618 -1.96098
H: -3.46699 1.69000 -1.51038
H: -2.45927 2.07214 -0.10672
H: -4.23435 -0.51970 -0.31450
H: -3.18787 -0.33795 1.11615
H: -3.18430 -1.85392 0.21708
H: -3.41639 -0.50432 -2.77229
H: -2.22329 -1.81575 -2.65664
H: -1.74898 -0.26505 -3.33304
I: -0.11784 1.61399 2.24741
C: 1.48516 0.58629 1.11489
H: 2.18753 1.37665 0.85051
H: 1.93780 -0.02730 1.88330
C: 2.89350 -2.00173 0.28390
Si: 0.98683 -1.96983 0.25119
C: 0.44207 -2.83955 1.89776
C: 0.85669 -4.31495 1.93528
C: -1.07040 -2.75040 2.11522
C: 1.11271 -2.14967 3.09443
C: 0.63249 -3.09715 -1.29595
C: 0.82490 -2.23275 -2.54885
C: 1.60929 -4.27508 -1.42537
C: -0.78924 -3.66392 -1.27601
H: 3.26692 -3.01456 0.45712
H: 3.33941 -1.35644 1.03971
H: 3.28331 -1.67648 -0.68529
H: 0.32692 -4.91454 1.19405
H: 0.62156 -4.73675 2.92013
H: 1.92905 -4.44760 1.77358
H: -1.63322 -3.26915 1.33680
H: -1.39953 -1.70923 2.14134
H: -1.33853 -3.21067 3.07416
H: 2.20226 -2.14974 3.01404
H: 0.85261 -2.68722 4.01426
H: 0.76697 -1.12260 3.21936
H: 1.84787 -1.85203 -2.61502
H: 0.16023 -1.36957 -2.55467
H: 0.63322 -2.82370 -3.45379
H: 2.63280 -3.93313 -1.58225
H: 1.33268 -4.88592 -2.29388
H: 1.60482 -4.92674 -0.55245
H: -1.53582 -2.91471 -1.00927
H: -0.88358 -4.47665 -0.55378
H: -1.05521 -4.07031 -2.26040

Atomic forces in eV per Å
0.1 -0.2 0.0
0.0 0.0 0.0
0.0 0.0 0.1
0.0 0.0 0.0
0.0 0.0 0.0
0.0 0.0 0.0
0.0 0.1 0.0
0.0 0.0 0.0
0.0 0.0 0.0
0.0 0.0 0.0
0.0 0.0 0.0
0.0 0.0 0.0
0.0 0.0 0.0
0.0 0.0 0.0
0.0 0.0 0.0
0.0 0.0 0.0
0.0 0.0 0.0
0.0 0.0 0.0
0.0 0.0 0.0
0.0 0.0 0.0
0.0 0.0 0.0
0.0 0.0 0.0
0.0 0.0 0.0
0.0 0.0 0.0
0.0 0.0 0.0
0.0 0.0 0.0
0.0 0.1 0.0
0.0 0.0 0.0
0.0 0.0 0.0
0.0 0.0 0.0
0.0 0.0 0.0
0.0 0.0 0.0
0.0 0.0 0.0
0.0 0.0 0.0
0.0 0.0 0.0
0.0 0.0 0.0
0.0 0.0 0.0
0.0 0.0 0.0
0.0 0.0 0.0
0.0 0.0 0.0
0.0 0.0 0.0
0.0 0.0 0.0
0.0 0.0 0.0
0.0 0.0 0.0
0.0 0.0 0.0
0.0 0.0 0.0
0.0 0.0 0.0
0.0 0.0 0.0
0.0 0.0 0.0
0.0 0.0 0.0
0.0 0.0 0.0
0.0 0.0 0.0
0.0 0.0 0.0
0.0 0.0 0.0
0.0 0.0 0.0
0.0 0.0 0.0
0.0 0.0 0.0
0.0 0.0 0.0
0.0 0.0 0.0
0.0 0.0 0.0


Below is a cluster of 3 separate species, C16H39N3O2P in total at a distorted geometry, with properties calculated with ωB97M-V/def2-TZVPD.

Output
Lowest unoccupied orbital energy = -4.110 eV
Net charge = +1
Highest occupied orbital energy = -12.688 eV
E = -35073.4579 eV
Frontier orbital gap = 8.58 eV

CARTESIAN COORDINATES (ANGSTROEM)
O: 3.33519 1.74410 5.18757
P: 2.93873 1.26277 3.69416
O: 2.75769 2.67759 2.96264
N: 1.24637 0.66070 4.02210
C: 0.10240 1.18494 3.73819
N: -1.02910 0.40865 3.86013
C: -2.17997 1.20188 4.39346
C: -1.79784 2.51259 5.12061
C: -0.51185 3.18504 4.60592
N: -0.02709 2.49365 3.36919
H: 2.52162 1.92884 5.68750
H: 2.07897 2.66903 2.26595
H: 1.19533 -0.23191 4.50549
H: -1.26436 0.07801 2.92412
H: -2.67199 0.57937 5.12259
H: -2.90725 1.40015 3.61888
H: -1.71502 2.33864 6.18298
H: -2.61932 3.19287 4.96480
H: 0.28872 3.07978 5.32232
H: -0.64202 4.23262 4.38646
H: -0.76599 2.54603 2.67207
C: 0.65648 2.35253 -0.95414
C: -0.83111 2.67245 -0.82674
C: -1.70924 1.42612 -0.72685
C: -1.66116 0.50251 -1.94188
C: -2.04760 1.15260 -3.26860
C: -3.48613 1.66179 -3.29926
H: 0.87490 1.79473 -1.86405
H: 1.24624 3.26963 -0.98410
H: 1.00293 1.75651 -0.10129
H: -1.14588 3.29673 -1.66449
H: -0.98450 3.27528 0.07643
H: -2.74189 1.73521 -0.54039
H: -1.40393 0.84521 0.15727
H: -2.32660 -0.34626 -1.75647
H: -0.65703 0.07988 -2.03145
H: -1.92034 0.41232 -4.06107
H: -1.36311 1.97218 -3.50426
H: -4.18981 0.85013 -3.10533
H: -3.72262 2.08184 -4.27647
H: -3.65616 2.44459 -2.55778
C: 2.86465 -4.58178 -4.41409
C: 2.33460 -4.94593 -3.02999
C: 0.88009 -4.53329 -2.80876
C: 0.61745 -3.02873 -2.88688
C: 1.43168 -2.18119 -1.91182
C: 1.14047 -2.49526 -0.44669
H: 2.86041 -3.50319 -4.57913
H: 3.89200 -4.92652 -4.53380
H: 2.26234 -5.04809 -5.19576
H: 2.97618 -4.50246 -2.26308
H: 2.40762 -6.02817 -2.90023
H: 0.54919 -4.91227 -1.83729
H: 0.25232 -5.03199 -3.55267
H: -0.44850 -2.85283 -2.70564
H: 0.80901 -2.67640 -3.90374
H: 1.20176 -1.12748 -2.09415
H: 2.50069 -2.29708 -2.10582
H: 0.08029 -2.34702 -0.22222
H: 1.71943 -1.83883 0.20846
H: 1.40166 -3.52282 -0.19294

Atomic forces in eV per Å
-1.1 -0.4 -0.2
1.9 -0.5 -0.4
-0.8 -0.2 0.1
0.1 0.8 0.6
-0.3 -0.9 -0.4
-0.4 0.3 -0.1
0.0 0.2 0.4
0.2 -0.1 -0.5
0.0 -0.3 -0.1
0.0 0.8 -0.2
0.6 0.4 0.3
0.2 0.3 0.0
0.0 -0.2 -0.3
0.0 -0.7 0.2
-0.2 -0.4 0.1
0.0 0.1 -0.4
0.0 -0.1 0.3
-0.4 0.2 0.1
0.2 0.2 0.3
0.0 0.2 -0.1
-0.1 0.1 0.0
-0.1 0.2 0.0
0.2 -0.2 0.2
-0.1 0.1 0.0
0.1 -0.1 0.0
-0.1 0.0 0.0
0.1 0.0 0.0
0.0 0.0 0.0
0.0 0.0 0.0
0.0 -0.1 -0.1
0.0 0.0 0.0
0.0 0.1 -0.1
0.0 0.0 0.0
0.0 0.0 0.0
0.0 0.0 0.0
0.0 0.0 0.0
0.1 0.0 0.0
0.0 0.0 0.0
0.0 0.0 0.0
0.0 0.0 0.0
0.0 0.0 0.0
0.1 0.0 0.1
0.0 0.0 -0.1
0.0 0.0 0.1
0.0 0.0 -0.1
-0.1 0.0 0.1
0.1 0.1 0.0
0.0 0.0 0.0
0.0 0.0 0.0
0.0 0.0 0.0
0.0 0.0 0.0
0.0 0.0 0.0
0.0 0.0 0.0
0.0 0.0 0.0
0.0 0.0 0.0
0.0 0.0 0.0
0.1 0.0 0.0
0.0 0.0 0.0
0.0 -0.1 0.0
0.0 0.0 0.0
0.0 0.0 0.0